C4H5NiO2 | wB97M-V/def2-TZVPD

```
12
Properties=species:S:1:pos:R:3
C -2.52 -0.11 0.12
C -1.15 -0.44 -0.26
C -0.19 -1.32 0.01
C 1.22 -1.09 -0.07
O 1.81 -0.84 -1.14
Ni 3.31 -0.49 -1.83
H -2.66 -0.38 1.18
H -3.20 -0.76 -0.47
H -0.71 -2.25 -0.43
H 1.78 -1.07 0.87
O -2.77 1.25 -0.11
H -3.69 1.44 0.10
```

As for the spin multiplicity: 4. The net charge is +2. The value obtained for the total energy is -49339.991 eV. Its gap between HOMO and LUMO (spin up / spin down) is 8.9 / 4.0 eV. The calculation puts the energy above the lowest of the compared OMol25 structures with the same formula, charge and spin at 0.0 kcal/mol.


C46H56NO2PSeTi | wB97M-V/def2-TZVPD

```
108
Properties=species:S:1:pos:R:3
Ti -0.60 1.31 -0.12
C 4.49 -2.40 -4.81
C 4.28 -2.69 -3.32
C 5.56 -2.31 -2.56
C 4.03 -4.18 -3.12
C 3.08 -1.89 -2.82
C 3.17 -0.92 -1.83
C 2.03 -0.25 -1.42
Se 2.11 1.10 -0.07
C 1.90 0.04 1.52
C 2.90 -0.80 1.95
C 2.69 -1.60 3.08
C 1.49 -1.45 3.75
C 0.46 -0.57 3.37
C 0.69 0.15 2.20
O -0.27 0.97 1.65
C -0.82 -0.53 4.23
C -1.72 0.69 3.98
C -1.63 -1.80 3.95
C -0.44 -0.49 5.72
C 3.79 -2.57 3.52
C 5.06 -1.77 3.84
C 4.08 -3.56 2.38
C 3.39 -3.36 4.76
C 0.78 -0.51 -2.00
O -0.28 0.22 -1.55
C 0.64 -1.49 -2.98
C 1.82 -2.14 -3.36
C -0.66 -1.89 -3.71
C -0.63 -1.26 -5.11
C -1.96 -1.46 -3.02
C -0.73 -3.42 -3.84
H 5.35 -2.96 -5.18
H 4.68 -1.34 -4.99
H 3.62 -2.70 -5.40
H 6.39 -2.91 -2.93
H 5.47 -2.49 -1.49
H 5.82 -1.26 -2.71
H 4.89 -4.76 -3.46
H 3.16 -4.53 -3.67
H 3.87 -4.42 -2.06
H 4.12 -0.68 -1.37
H 3.83 -0.86 1.40
H 1.32 -2.06 4.62
H -2.22 0.67 3.02
H -1.17 1.63 4.04
H -2.49 0.69 4.75
H -1.88 -1.89 2.89
H -2.56 -1.79 4.52
H -1.07 -2.70 4.23
H 0.18 0.38 5.94
H 0.11 -1.38 6.04
H -1.34 -0.43 6.32
H 5.43 -1.23 2.97
H 5.86 -2.45 4.16
H 4.89 -1.05 4.63
H 4.42 -3.05 1.48
H 3.18 -4.13 2.12
H 4.86 -4.26 2.68
H 3.20 -2.72 5.62
H 4.20 -4.04 5.03
H 2.50 -3.97 4.59
H 1.75 -2.88 -4.14
H -0.63 -0.17 -5.05
H -1.51 -1.57 -5.68
H 0.25 -1.57 -5.66
H -2.06 -0.38 -2.93
H -2.05 -1.91 -2.03
H -2.79 -1.83 -3.62
H 0.03 -3.82 -4.51
H -1.70 -3.71 -4.25
H -0.61 -3.90 -2.87
N -2.64 0.32 0.11
C -3.96 0.95 0.11
C -5.07 0.19 -0.21
C -6.33 0.77 -0.19
C -6.47 2.10 0.16
C -5.35 2.86 0.46
C -4.08 2.30 0.43
P -2.57 3.27 0.80
C -1.75 3.21 -0.85
C -2.41 2.89 -2.07
C -1.73 2.92 -3.26
C -0.37 3.28 -3.30
C 0.29 3.60 -2.14
C -0.39 3.54 -0.91
C -3.16 4.98 0.90
C -3.51 5.73 -0.22
C -3.98 7.03 -0.07
C -4.11 7.57 1.20
C -3.76 6.83 2.32
C -3.28 5.54 2.17
H -2.51 -0.14 1.01
H -2.63 -0.41 -0.59
H -4.95 -0.86 -0.47
H -7.20 0.17 -0.44
H -7.46 2.56 0.19
H -5.47 3.91 0.71
H -3.46 2.61 -2.05
H -2.25 2.68 -4.18
H 0.15 3.32 -4.25
H 1.33 3.89 -2.15
H 0.11 3.92 -0.02
H -3.42 5.31 -1.21
H -4.25 7.61 -0.94
H -4.48 8.59 1.32
H -3.85 7.26 3.31
H -2.99 4.97 3.04
```

As for the spin multiplicity: 2. The net charge is +1. The value obtained for the total energy is -151945.483 eV. Its gap between HOMO and LUMO (spin up / spin down) is 7.9 / 7.6 eV. The calculation puts the energy above the lowest of the compared OMol25 structures with the same formula, charge and spin at 8.1 kcal/mol.


C27H29O5P | wB97M-V/def2-TZVPD

```
62
Properties=species:S:1:pos:R:3
C 3.35 2.60 1.57
C 2.27 1.70 2.16
O 1.92 0.66 1.19
P 0.84 -0.54 1.35
C -0.56 0.45 1.68
C -1.78 -0.27 1.99
O -2.01 -1.09 2.88
O -2.76 0.17 1.12
C -4.16 0.17 1.47
C -4.77 -1.20 1.60
O 0.75 -1.41 0.14
O 1.31 -1.36 2.64
C 1.43 -2.82 2.56
C 2.62 -3.26 3.37
H 3.00 3.64 1.67
H 4.28 2.47 2.14
H 3.51 2.41 0.50
H 2.63 1.15 3.05
H 1.39 2.32 2.45
H -0.43 1.32 2.33
H -4.30 0.73 2.40
H -4.63 0.71 0.64
H -5.86 -1.13 1.44
H -4.35 -1.91 0.86
H -4.60 -1.56 2.62
H 0.49 -3.27 2.90
H 1.59 -3.08 1.50
H 2.69 -4.35 3.27
H 3.54 -2.84 2.96
H 2.52 -2.97 4.43
C -0.66 1.25 -1.01
C -1.88 0.60 -1.41
C -1.90 -0.80 -1.38
C -3.01 -1.49 -1.81
C -4.06 -0.79 -2.43
C -4.05 0.60 -2.49
C -2.96 1.31 -1.98
C -0.53 2.62 -0.57
C 0.80 3.06 -0.91
C 1.23 4.34 -0.60
C 0.36 5.19 0.10
C -0.93 4.76 0.45
C -1.39 3.48 0.11
C 1.49 1.98 -1.60
C 0.60 0.86 -1.65
C 1.00 -0.28 -2.34
C 2.28 -0.33 -2.89
C 3.12 0.79 -2.86
C 2.73 1.97 -2.21
H -1.03 -1.32 -0.96
H -3.04 -2.56 -1.67
H -4.89 -1.34 -2.87
H -4.86 1.16 -2.98
H -2.90 2.39 -2.07
H 2.24 4.62 -0.88
H 0.68 6.20 0.34
H -1.60 5.44 0.98
H -2.39 3.13 0.38
H 0.33 -1.13 -2.44
H 2.61 -1.25 -3.39
H 4.09 0.75 -3.35
H 3.35 2.86 -2.14
```

The value obtained for the total energy is -47995.551 eV. Its gap between HOMO and LUMO is 5.5 eV.


C18H54N6O9 | wB97M-V/def2-TZVPD

```
87
Properties=species:S:1:pos:R:3
N -0.54 0.67 -0.17
H -1.21 0.10 -0.68
H 0.24 0.07 0.08
H -0.80 1.09 0.71
H -0.19 1.32 -0.86
N -2.24 2.91 -2.85
O -1.78 2.85 -1.64
O -2.13 1.90 -3.56
O -2.76 3.93 -3.21
C 2.34 1.91 -1.30
C 3.01 0.48 -0.96
O 2.20 -0.40 -0.09
O 1.12 1.71 -2.06
H 3.10 2.39 -1.92
H 2.24 2.53 -0.41
H 3.97 0.46 -0.44
H 3.21 0.00 -1.91
H 1.98 -1.27 -0.41
H 0.99 2.53 -2.53
C -0.72 -5.13 -1.07
C 0.26 -4.15 -0.47
C 1.33 -3.79 -1.57
O 2.43 -2.94 -1.28
C 3.26 -3.47 -0.22
N -0.43 -3.00 -0.01
H -1.35 -4.66 -1.83
H -1.36 -5.73 -0.41
H -0.07 -5.82 -1.60
H 0.69 -4.72 0.36
H 0.78 -3.49 -2.46
H 1.88 -4.65 -1.93
H 3.61 -4.50 -0.26
H 2.77 -3.45 0.75
H 4.13 -2.83 -0.09
H -1.08 -3.29 0.71
H -0.95 -2.64 -0.80
C -0.80 0.13 5.21
C -0.34 -0.92 4.25
C -1.31 -1.40 3.29
O -1.76 -0.50 2.30
C -3.06 -0.70 1.71
N 0.73 -0.41 3.39
H -1.62 -0.17 5.87
H -1.09 1.03 4.67
H -0.05 0.30 5.99
H 0.12 -1.76 4.77
H -2.22 -1.66 3.83
H -0.93 -2.32 2.84
H -3.34 0.10 1.03
H -3.73 -0.57 2.56
H -3.20 -1.65 1.19
H 1.04 -1.13 2.75
H 0.40 0.37 2.84
C -2.21 -1.18 -4.50
C -1.28 -1.46 -3.32
C 0.22 -0.93 -3.58
O 0.80 -1.70 -4.68
C 1.88 -1.05 -5.45
N -1.86 -0.83 -2.16
H -2.12 -0.14 -4.84
H -3.27 -1.41 -4.39
H -1.83 -1.81 -5.31
H -1.25 -2.53 -3.13
H 0.88 -1.15 -2.74
H 0.20 0.14 -3.80
H 2.04 0.03 -5.47
H 2.05 -1.63 -6.36
H 2.79 -1.32 -4.91
H -2.83 -1.05 -2.32
H -2.14 0.09 -2.47
C 0.28 4.57 0.95
C 0.30 3.42 1.94
C 0.60 3.80 3.39
O -0.47 4.51 3.95
C -0.08 5.41 4.85
N -0.92 2.65 1.84
H -0.04 4.15 0.00
H 1.26 5.04 0.89
H -0.45 5.34 1.20
H 1.07 2.74 1.56
H 1.51 4.39 3.44
H 0.83 2.96 4.04
H 0.39 5.03 5.75
H -0.94 6.01 5.14
H 0.60 6.15 4.41
H -1.41 3.25 1.19
H -1.27 2.87 2.77
```

The value obtained for the total energy is -46901.583 eV. Its gap between HOMO and LUMO is 8.5 eV. The calculation puts the energy above the lowest of the compared OMol25 structures with the same formula, charge and spin at 253.6 kcal/mol.


C4H7NO2 | wB97M-V/def2-TZVPD

```
14
Properties=species:S:1:pos:R:3
O 2.11 0.04 -0.18
C 1.35 0.84 0.61
C 1.02 2.06 0.22
N -1.38 0.03 -0.17
C -2.24 -0.73 -0.71
C 0.52 -2.21 0.68
O 0.13 -3.24 0.42
H 2.00 -0.87 0.14
H 1.03 0.41 1.56
H 0.43 2.71 0.86
H 1.30 2.40 -0.77
H -1.03 0.74 -0.81
H -2.59 -0.65 -1.74
H -2.66 -1.54 -0.10
```

The value obtained for the total energy is -9844.334 eV. Its gap between HOMO and LUMO is 9.5 eV. The calculation puts the energy above the lowest of the compared OMol25 structures with the same formula, charge and spin at 67.9 kcal/mol.


C18H36F4O21S5Si2 | wB97M-V/def2-TZVPD

```
86
Properties=species:S:1:pos:R:3
C 1.13 1.97 4.95
C 0.88 0.89 3.87
Si 0.39 1.72 2.25
C -0.85 3.05 2.67
C -1.70 3.57 1.47
C -3.18 3.24 1.72
C -4.14 3.85 0.68
S -5.77 4.00 1.46
O -5.87 2.96 2.44
O -6.82 3.97 0.50
O -5.71 5.38 2.25
O 1.70 2.20 1.35
Si 2.15 3.82 1.38
C 3.91 4.05 0.76
C 4.93 3.45 1.69
O 5.79 4.11 2.20
C -0.44 0.31 1.21
F -1.02 0.82 0.06
F -1.42 -0.32 1.93
C 0.61 -0.68 0.70
F 1.07 -1.47 1.71
F 0.08 -1.50 -0.26
H 0.24 2.56 5.17
H 1.91 2.67 4.63
H 1.46 1.53 5.89
H 0.04 0.27 4.21
H 1.79 0.29 3.76
H -0.43 3.89 3.24
H -1.55 2.58 3.38
H -1.62 4.67 1.46
H -1.33 3.23 0.50
H -3.30 2.16 1.85
H -3.44 3.66 2.70
H -4.26 3.13 -0.13
H -3.77 4.82 0.37
H -4.81 5.57 2.56
H 2.11 4.27 2.79
H 1.16 4.59 0.61
H 4.09 5.13 0.66
H 3.99 3.56 -0.22
H 4.82 2.37 1.89
H 1.46 -0.17 0.25
C -0.46 -5.08 -1.85
C 0.06 -3.87 -2.58
O 1.01 -4.39 -3.52
S 0.53 -5.85 -3.99
O -0.15 -5.74 -5.23
O 1.62 -6.74 -3.81
O -0.56 -6.11 -2.84
H 0.24 -5.41 -1.08
H -1.43 -4.90 -1.39
H 0.53 -3.15 -1.92
H -0.74 -3.38 -3.15
C -0.51 -11.55 -2.72
C 0.02 -11.50 -1.30
O 0.11 -10.10 -1.01
S -1.06 -9.31 -1.78
O -2.14 -9.10 -0.89
O -0.47 -8.24 -2.51
O -1.46 -10.49 -2.79
H 0.28 -11.36 -3.44
H -0.98 -12.50 -2.94
H 0.99 -11.97 -1.19
H -0.68 -11.95 -0.59
C 6.99 8.25 2.60
C 6.75 8.82 1.21
O 5.46 8.32 0.84
S 4.54 8.18 2.14
O 3.71 9.32 2.24
O 4.02 6.86 2.17
O 5.70 8.30 3.23
H 7.30 7.21 2.55
H 7.72 8.83 3.16
H 7.51 8.51 0.50
H 6.70 9.91 1.23
C -4.53 -3.35 -5.62
C -4.66 -3.55 -4.12
O -3.57 -2.80 -3.57
S -3.30 -1.51 -4.49
O -3.96 -0.39 -3.91
O -1.92 -1.49 -4.82
O -4.13 -1.98 -5.77
H -3.75 -3.98 -6.04
H -5.47 -3.53 -6.14
H -4.58 -4.60 -3.83
H -5.59 -3.14 -3.74
```

The value obtained for the total energy is -143046.495 eV. Its gap between HOMO and LUMO is 10.2 eV.


C23H38FeN3O3S2SeSi | wB97M-V/def2-TZVPD

```
72
Properties=species:S:1:pos:R:3
Fe 0.41 -0.27 -0.17
C -4.06 0.31 0.82
C -2.99 -0.52 0.13
C -2.68 0.02 -1.27
C -3.46 -1.97 0.07
O -1.74 -0.41 0.83
Si -1.28 -0.62 2.41
S 0.78 -0.15 2.05
O -2.00 0.32 3.49
C -1.82 1.67 3.91
C -3.15 2.12 4.50
C -1.43 2.55 2.73
C -0.71 1.71 4.96
O -1.59 -2.16 2.72
C -1.35 -3.05 3.81
C 0.16 -3.25 3.98
C -1.94 -2.49 5.10
C -2.03 -4.36 3.42
H -5.01 0.20 0.31
H -3.79 1.36 0.83
H -4.17 -0.03 1.85
H -3.54 -0.08 -1.92
H -1.84 -0.55 -1.70
H -2.39 1.07 -1.21
H -4.46 -2.01 -0.36
H -3.48 -2.40 1.06
H -2.80 -2.58 -0.56
H -3.93 2.11 3.74
H -3.06 3.13 4.89
H -3.44 1.46 5.32
H -2.16 2.45 1.93
H -0.45 2.24 2.35
H -1.38 3.59 3.04
H -0.96 1.03 5.78
H -0.60 2.71 5.36
H 0.23 1.39 4.51
H 0.64 -2.31 4.24
H 0.59 -3.62 3.05
H 0.34 -3.98 4.76
H -1.40 -1.60 5.41
H -1.87 -3.23 5.90
H -2.98 -2.22 4.96
H -1.55 -4.78 2.54
H -3.07 -4.18 3.20
H -1.95 -5.06 4.24
S 1.10 -4.68 -1.75
C 0.04 -4.61 -0.40
C -0.13 -3.32 0.00
N 0.56 -2.41 -0.74
C 1.24 -2.98 -1.69
H -0.39 -5.49 0.01
H -0.72 -2.99 0.82
H 1.87 -2.44 -2.37
C 0.67 2.23 -3.14
N 1.29 2.79 -1.98
C 2.01 2.10 -1.06
Se 2.53 0.35 -1.19
N 2.41 2.97 -0.09
C 1.96 4.23 -0.40
C 2.13 5.46 0.23
C 1.60 6.56 -0.42
C 0.90 6.45 -1.62
C 0.70 5.23 -2.23
C 1.25 4.12 -1.61
H 0.80 1.15 -3.12
H 1.14 2.63 -4.05
H -0.39 2.48 -3.15
H 2.98 2.70 0.70
H 2.67 5.55 1.16
H 1.74 7.54 0.02
H 0.52 7.35 -2.09
H 0.15 5.15 -3.16
```

As for the spin multiplicity: 5. The net charge is +1. The value obtained for the total energy is -164364.157 eV. Its gap between HOMO and LUMO (spin up / spin down) is 8.5 / 8.4 eV.


C4H30O11 | wB97M-V/def2-TZVPD

```
45
Properties=species:S:1:pos:R:3
C 1.23 2.49 1.96
C 0.12 2.16 2.99
O 0.80 1.38 3.96
H 2.11 2.77 2.54
H 0.96 3.19 1.17
H 1.55 1.61 1.40
H -0.70 1.73 2.41
H -0.32 3.01 3.51
H 0.83 0.46 3.69
C -1.25 -1.43 -0.84
C -0.30 -0.81 0.21
O 1.01 -0.65 -0.13
H -1.25 -0.87 -1.78
H -2.25 -1.48 -0.41
H -0.95 -2.47 -0.94
H -0.41 -1.36 1.14
H -0.75 0.13 0.53
H 1.63 -1.00 0.51
O -0.51 -1.12 3.73
H -0.67 -0.82 4.62
H -1.25 -0.79 3.22
O 3.97 0.06 -0.46
H 3.61 0.86 -0.83
H 3.21 -0.49 -0.29
O 2.97 -2.08 1.17
H 2.73 -2.25 2.08
H 3.02 -2.94 0.76
O -0.50 -0.01 -4.32
H 0.00 0.37 -3.60
H -0.36 0.58 -5.05
O -4.16 1.05 -0.10
H -4.67 0.53 -0.71
H -3.96 0.45 0.62
O 2.06 -4.09 -0.54
H 1.26 -4.09 0.00
H 1.93 -4.80 -1.17
O -1.69 2.44 -2.00
H -0.92 1.88 -2.05
H -1.58 3.07 -2.71
O 0.71 0.93 -2.24
H 0.78 0.31 -1.51
H 1.57 1.37 -2.26
O -3.58 0.32 -2.87
H -3.04 -0.42 -3.15
H -3.01 0.81 -2.28
```

As for the spin multiplicity: 2. The net charge is +1. The value obtained for the total energy is -27146.469 eV. Its gap between HOMO and LUMO (spin up / spin down) is 8.9 / 2.3 eV. The calculation puts the energy above the lowest of the compared OMol25 structures with the same formula, charge and spin at 0.0 kcal/mol.


C2H2N2O2S | wB97M-V/def2-TZVPD

```
9
Properties=species:S:1:pos:R:3
C -2.09 -0.42 -0.99
C -2.81 0.62 -0.30
N -1.87 -1.36 -1.63
N -0.02 0.20 0.14
O -2.47 1.36 0.58
O 0.07 2.71 0.70
S -0.47 1.48 1.21
H 0.77 0.57 -0.49
H 0.35 -0.54 0.64
```

The value obtained for the total energy is -20012.087 eV. Its gap between HOMO and LUMO (spin up / spin down) is 7.3 / 7.3 eV. The calculation puts the energy above the lowest of the compared OMol25 structures with the same formula, charge and spin at 98.3 kcal/mol.